# 1
Here is C33H20BeF9N12P as an isolated structure from OMol25. Energies are from ωB97M-V/def2-TZVPD.

Computed properties:
calculated total energy = -3181.72524 Ha
orbital gap = 7.676 eV
F_max = 0.40 eV/A

Each line ends with the Löwdin charge.
CARTESIAN COORDINATES (ANGSTROEM)
Be (0.941, 0.303, 1.070)  -0.022
N (2.860, -1.407, 2.622)  0.171
C (3.103, -1.185, 1.288)  -0.434
N (4.133, -1.641, 0.604)  0.052
N (3.950, -1.156, -0.644)  -0.063
N (2.880, -0.449, -0.715)  -0.043
N (2.298, -0.448, 0.516)  -0.030
C (1.770, -0.866, 3.268)  -0.434
N (1.422, -1.095, 4.516)  0.060
N (0.294, -0.367, 4.689)  -0.061
N (-0.020, 0.263, 3.615)  -0.033
N (0.920, -0.023, 2.677)  -0.046
H (3.483, -2.003, 3.140)  0.152
N (5.098, 8.043, -4.316)  0.168
C (4.521, 7.323, -3.629)  -0.172
C (3.792, 6.426, -2.770)  -0.221
C (3.695, 5.074, -3.084)  -0.004
C (2.985, 4.220, -2.263)  0.008
C (2.373, 4.711, -1.117)  -0.161
C (2.475, 6.056, -0.792)  0.003
C (3.179, 6.912, -1.618)  -0.008
N (1.646, 3.826, -0.264)  0.010
C (0.751, 4.179, 0.737)  -0.012
C (0.319, 3.022, 1.290)  -0.069
N (0.935, 1.968, 0.643)  0.032
C (1.723, 2.480, -0.277)  -0.079
H (4.174, 4.693, -3.976)  0.129
H (2.910, 3.174, -2.530)  0.116
H (2.032, 6.446, 0.113)  0.112
H (3.266, 7.960, -1.368)  0.128
H (0.490, 5.197, 0.962)  0.122
H (-0.351, 2.860, 2.121)  0.116
H (2.363, 1.888, -0.916)  0.117
F (-7.471, -0.174, 0.349)  0.143
C (-6.602, 0.796, 0.662)  -0.590
F (-6.894, 1.209, 1.908)  0.150
F (-6.839, 1.833, -0.159)  0.144
C (-5.174, 0.335, 0.564)  -0.112
C (-4.164, 1.282, 0.634)  0.004
C (-2.840, 0.872, 0.580)  -0.057
C (-2.525, -0.478, 0.448)  -0.322
C (-3.550, -1.417, 0.377)  -0.058
C (-4.873, -1.013, 0.436)  0.010
P (-0.768, -0.959, 0.318)  1.158
C (-0.590, -2.449, 1.339)  -0.351
C (-1.261, -2.549, 2.558)  -0.075
C (-0.975, -3.591, 3.422)  0.008
C (-0.015, -4.531, 3.072)  -0.110
C (0.673, -4.430, 1.875)  0.009
C (0.392, -3.382, 1.013)  -0.075
C (0.301, -5.641, 4.037)  -0.590
F (1.080, -5.217, 5.043)  0.154
F (-0.817, -6.142, 4.590)  0.141
F (0.944, -6.656, 3.437)  0.138
C (-0.651, -1.546, -1.403)  -0.329
C (-0.097, -0.669, -2.330)  -0.072
C (-0.050, -1.005, -3.675)  0.009
C (-0.552, -2.226, -4.086)  -0.111
C (-1.094, -3.117, -3.168)  0.006
C (-1.144, -2.778, -1.828)  -0.062
C (-0.506, -2.631, -5.533)  -0.591
F (-1.722, -3.000, -5.973)  0.145
F (0.310, -3.681, -5.723)  0.151
F (-0.077, -1.639, -6.324)  0.141
H (-4.412, 2.331, 0.734)  0.129
H (-2.046, 1.607, 0.634)  0.086
H (-3.318, -2.471, 0.282)  0.111
H (-5.671, -1.741, 0.382)  0.125
H (-1.982, -1.795, 2.848)  0.111
H (-1.483, -3.665, 4.374)  0.133
H (1.431, -5.158, 1.622)  0.127
H (0.948, -3.286, 0.087)  0.116
H (0.322, 0.272, -1.997)  0.087
H (0.386, -0.328, -4.397)  0.124
H (-1.474, -4.074, -3.505)  0.130
H (-1.559, -3.478, -1.115)  0.110


# 2
Here is C33H22BBrF5IrN4O6PS2Se as an isolated structure from OMol25. Energies are from ωB97M-V/def2-TZVPD.

Computed properties:
calculated total energy = -8682.94315 Ha
orbital gap (spin up / spin down) = 6.940 / 5.382 eV
spin multiplicity = 6
F_max = 1.31 eV/A
charge = -2

Each line ends with the Mulliken spin population.
CARTESIAN COORDINATES (ANGSTROEM)
Ir (0.145, 0.080, -0.109)  2.762
B (3.757, -1.174, -0.245)  -0.012
N (3.152, -0.503, 1.008)  0.026
C (3.914, -0.231, 2.069)  0.015
C (3.116, 0.296, 3.069)  -0.003
C (1.846, 0.316, 2.511)  0.003
N (1.894, -0.176, 1.273)  0.080
N (2.814, -1.254, -1.458)  -0.008
C (3.256, -1.704, -2.635)  0.023
C (2.211, -1.692, -3.540)  -0.004
C (1.140, -1.202, -2.807)  -0.009
N (1.529, -0.949, -1.560)  0.148
H (4.707, -0.517, -0.567)  0.000
H (4.084, -2.288, 0.060)  0.000
H (4.967, -0.430, 2.056)  0.000
H (3.415, 0.628, 4.042)  0.001
H (0.921, 0.654, 2.931)  0.008
H (4.279, -2.007, -2.753)  0.001
H (2.228, -1.984, -4.570)  0.000
H (0.130, -1.027, -3.118)  0.000
O (0.343, 4.206, 1.592)  0.224
C (0.272, 3.151, 1.032)  0.077
O (-0.384, 2.134, 1.041)  0.269
C (1.592, 3.011, -0.282)  0.055
O (2.366, 3.918, -0.200)  0.215
O (1.365, 2.021, -0.939)  0.325
Br (-0.799, -4.635, -3.343)  0.000
C (-2.489, -4.116, -2.653)  0.002
C (-3.628, -4.703, -3.180)  0.001
C (-4.869, -4.325, -2.696)  0.000
C (-4.967, -3.372, -1.694)  -0.003
C (-3.823, -2.786, -1.185)  0.004
C (-2.572, -3.159, -1.655)  0.001
C (-1.342, -2.510, -1.048)  0.016
O (-0.366, -3.185, -0.778)  -0.006
O (-1.486, -1.256, -0.889)  0.084
H (-3.541, -5.447, -3.959)  0.000
H (-5.761, -4.782, -3.104)  0.000
H (-5.935, -3.083, -1.313)  0.000
H (-3.865, -2.035, -0.412)  -0.001
S (-3.408, -3.139, 3.470)  0.021
P (-2.199, -1.598, 3.694)  0.025
S (-1.568, -0.755, 1.984)  0.101
C (-3.089, -0.309, 4.665)  0.011
C (-3.779, -0.715, 5.799)  -0.001
C (-4.517, 0.200, 6.523)  0.001
C (-4.569, 1.525, 6.117)  0.000
C (-3.884, 1.928, 4.984)  0.000
C (-3.144, 1.013, 4.254)  0.001
C (-0.869, -2.003, 4.907)  0.003
C (-0.729, -3.296, 5.388)  -0.001
C (0.230, -3.576, 6.346)  0.000
C (1.057, -2.569, 6.813)  0.000
C (0.924, -1.278, 6.325)  0.001
C (-0.040, -0.993, 5.376)  0.000
H (-3.740, -1.754, 6.097)  0.001
H (-5.059, -0.118, 7.403)  0.000
H (-5.149, 2.241, 6.686)  0.000
H (-3.926, 2.959, 4.664)  0.000
H (-2.608, 1.313, 3.364)  -0.003
H (-1.383, -4.071, 5.012)  0.000
H (0.328, -4.583, 6.730)  0.000
H (1.813, -2.791, 7.555)  0.000
H (1.573, -0.492, 6.688)  0.000
H (-0.156, 0.010, 4.991)  -0.001
F (-2.288, 4.693, -6.877)  0.001
C (-2.147, 3.952, -5.754)  0.030
C (-0.950, 3.291, -5.485)  -0.014
F (0.086, 3.434, -6.338)  -0.001
C (-0.840, 2.483, -4.368)  0.004
F (0.313, 1.839, -4.155)  0.005
C (-1.903, 2.287, -3.471)  0.005
Se (-1.851, 0.970, -2.117)  0.508
C (-3.073, 3.011, -3.750)  0.021
F (-4.120, 2.895, -2.912)  -0.001
C (-3.206, 3.823, -4.859)  -0.012
F (-4.361, 4.484, -5.098)  0.000


# 3
Here is C33H22Cl8N4O2V as an isolated structure from OMol25. Energies are from ωB97M-V/def2-TZVPD.

Computed properties:
calculated total energy = -6265.84806 Ha
orbital gap (spin up / spin down) = 3.681 / 6.433 eV
spin multiplicity = 4
F_max = 2.72 eV/A
charge = -2

Each line ends with the Mulliken spin population.
CARTESIAN COORDINATES (ANGSTROEM)
V (0.321, 0.103, -0.129)  2.319
N (-3.213, -0.428, -3.171)  -0.001
C (-2.703, 0.352, -2.144)  0.009
O (-3.251, 0.375, -1.063)  0.003
C (-1.501, 1.181, -2.536)  0.006
C (-0.608, 1.592, -1.365)  -0.065
H (-3.856, -1.141, -2.869)  0.002
H (-2.575, -0.696, -3.903)  0.001
H (-1.926, 2.045, -3.072)  -0.005
H (-0.933, 0.620, -3.275)  0.000
H (-1.169, 2.304, -0.755)  -0.005
H (0.239, 2.170, -1.772)  -0.002
Cl (-0.210, 5.475, 5.278)  0.001
C (0.017, 4.216, 4.079)  0.023
C (-1.035, 3.834, 3.272)  -0.011
C (-0.857, 2.851, 2.314)  0.011
Cl (-2.241, 2.402, 1.381)  0.004
C (0.391, 2.205, 2.091)  0.026
O (0.591, 1.337, 1.173)  -0.067
C (1.412, 2.628, 2.983)  0.015
Cl (2.983, 1.888, 2.889)  0.001
C (1.246, 3.606, 3.947)  -0.010
H (-2.008, 4.291, 3.382)  -0.001
H (2.074, 3.878, 4.586)  -0.001
C (-2.347, -1.615, 2.931)  0.036
C (-2.804, -2.743, 2.257)  -0.005
C (-2.355, -2.991, 0.969)  0.020
C (-1.470, -2.106, 0.345)  -0.034
C (-1.054, -0.914, 0.974)  0.033
C (-1.489, -0.728, 2.289)  -0.040
C (-0.857, -2.376, -0.966)  0.196
C (-1.020, -3.571, -1.638)  -0.091
C (-0.410, -3.805, -2.865)  0.453
C (0.365, -2.764, -3.448)  -0.097
C (1.004, -2.909, -4.691)  0.079
C (1.769, -1.893, -5.241)  -0.031
C (1.899, -0.697, -4.545)  0.091
C (1.277, -0.533, -3.314)  0.042
C (0.508, -1.545, -2.724)  0.022
N (-0.059, -1.353, -1.467)  -0.061
H (-2.664, -1.424, 3.952)  0.004
H (-3.497, -3.428, 2.735)  0.002
H (-2.701, -3.883, 0.457)  0.003
H (-1.142, 0.130, 2.858)  0.005
H (-1.619, -4.349, -1.182)  -0.011
H (-0.507, -4.755, -3.377)  0.039
H (0.896, -3.856, -5.211)  -0.003
H (2.265, -2.033, -6.194)  0.004
H (2.499, 0.111, -4.949)  0.004
H (1.405, 0.398, -2.778)  -0.013
N (3.211, -2.513, 2.908)  0.000
C (2.349, -3.589, 2.952)  0.003
C (1.293, -3.233, 2.168)  0.007
N (1.490, -1.980, 1.648)  -0.003
C (2.639, -1.575, 2.106)  0.010
H (4.098, -2.436, 3.371)  -0.001
H (2.567, -4.477, 3.519)  0.000
H (0.399, -3.791, 1.939)  -0.003
H (3.110, -0.642, 1.852)  -0.004
Cl (2.915, -2.785, -1.014)  0.005
C (3.471, -1.179, -1.453)  -0.054
C (2.884, -0.062, -0.856)  0.139
C (3.440, 1.139, -1.297)  0.000
Cl (2.810, 2.662, -0.675)  0.004
C (4.456, 1.251, -2.248)  -0.001
Cl (5.105, 2.792, -2.732)  0.001
C (4.967, 0.098, -2.830)  0.007
Cl (6.193, 0.196, -4.052)  0.000
C (4.475, -1.134, -2.420)  -0.012
Cl (5.121, -2.577, -3.140)  0.003